1.
This record from the OMol25 dataset describes a cluster of 7 separate species, C26H67ClN5O10 in total at a distorted geometry. The level of theory is ωB97M-V/def2-TZVPD.

```
109
Properties=species:S:1:pos:R:3:mulliken_charge:R:1
Cl -2.138 1.095 1.369 1.615
O -1.779 -0.275 1.102 -0.495
O -1.245 1.652 2.347 -0.773
O -1.905 1.814 0.130 -0.646
O -3.483 1.246 1.785 -0.752
C 2.100 1.723 3.793 -0.800
O 1.641 1.895 2.454 -0.040
H 2.228 0.660 4.019 0.124
H 3.036 2.259 3.941 0.248
H 1.343 2.145 4.462 0.326
H 0.761 1.488 2.440 0.130
C 4.667 -3.736 1.706 -1.186
C 4.063 -3.301 3.054 0.764
C 2.564 -3.460 3.124 -0.885
O 1.982 -2.648 2.118 -0.004
C 0.565 -2.710 2.169 -0.635
N 4.784 -4.053 4.093 -0.770
H 4.400 -4.750 1.412 0.411
H 5.741 -3.565 1.750 0.360
H 4.249 -3.023 0.991 0.216
H 4.348 -2.260 3.218 -0.083
H 2.201 -3.220 4.134 0.303
H 2.204 -4.489 2.981 0.305
H 0.154 -2.231 3.059 0.348
H 0.242 -3.760 2.163 0.429
H 0.152 -2.312 1.244 -0.134
H 4.646 -5.050 3.921 0.307
H 4.227 -3.958 4.947 0.280
C 0.039 5.321 3.025 -1.569
C 0.109 5.565 1.530 0.991
C 1.140 6.670 1.126 -1.037
O 2.379 6.055 0.791 -0.133
C 3.309 6.973 0.250 -0.887
N 0.346 4.302 0.843 0.366
H -0.576 4.459 3.280 0.309
H -0.292 6.208 3.577 0.453
H 1.044 5.138 3.421 0.288
H -0.870 6.030 1.310 0.084
H 1.408 7.297 1.983 0.515
H 0.616 7.188 0.318 0.319
H 3.364 7.816 0.955 0.367
H 3.029 7.423 -0.708 0.275
H 4.256 6.439 0.279 0.205
H -0.526 3.779 0.963 -0.061
H 0.195 4.519 -0.160 -0.323
C 0.793 -0.799 -1.275 -1.755
C 1.474 0.179 -0.313 1.925
C 2.969 -0.058 -0.232 -1.063
O 3.563 0.871 0.651 -0.073
C 4.713 0.343 1.290 -0.471
N 1.223 1.579 -0.746 -0.033
H 0.826 -0.539 -2.338 0.354
H -0.286 -0.892 -1.127 0.149
H 1.177 -1.820 -1.161 0.471
H 1.056 0.106 0.689 -0.282
H 3.536 -0.170 -1.163 0.169
H 2.949 -1.012 0.323 -0.081
H 4.982 1.115 2.012 0.254
H 5.601 0.189 0.668 0.251
H 4.399 -0.570 1.800 -0.059
H 0.239 1.763 -0.554 -0.012
H 1.251 1.515 -1.763 0.277
C 1.810 5.236 -4.163 -1.680
C 1.209 5.242 -2.734 0.500
C -0.309 5.092 -2.814 -1.012
O -0.898 5.190 -1.509 -0.146
C -2.263 4.841 -1.555 -0.935
N 1.812 4.085 -2.041 -0.254
H 2.900 5.279 -4.124 0.432
H 1.451 6.079 -4.765 0.434
H 1.578 4.305 -4.686 0.353
H 1.432 6.208 -2.276 0.076
H -0.450 4.097 -3.256 0.364
H -0.802 5.877 -3.393 0.455
H -2.842 4.989 -0.644 0.248
H -2.286 3.755 -1.713 0.305
H -2.735 5.434 -2.350 0.344
H 1.467 3.276 -2.550 0.089
H 2.779 4.157 -2.343 0.288
C -3.643 -6.890 -0.660 -1.526
C -4.012 -6.002 -1.886 1.271
C -5.491 -5.622 -1.825 -1.039
C -5.743 -4.372 -1.004 -0.749
C -4.856 -3.195 -1.398 -1.130
C -3.365 -3.582 -1.358 1.828
N -3.158 -4.812 -2.098 0.493
O -1.863 -5.083 -2.528 -0.494
C -2.599 -2.453 -2.081 -2.220
C -2.897 -3.604 0.105 -1.948
C -3.837 -6.863 -3.158 -1.973
H -4.471 -7.540 -0.383 0.318
H -3.337 -6.240 0.160 0.313
H -2.736 -7.481 -0.804 0.409
H -5.745 -5.453 -2.877 0.400
H -6.112 -6.446 -1.476 0.427
H -5.510 -4.565 0.047 0.325
H -6.789 -4.069 -1.086 0.400
H -5.024 -2.358 -0.724 0.406
H -5.061 -2.927 -2.438 0.413
H -1.525 -2.636 -2.092 0.545
H -2.878 -2.273 -3.122 0.452
H -2.825 -1.543 -1.521 0.440
H -1.878 -3.990 0.231 0.408
H -2.785 -2.642 0.610 0.422
H -3.542 -4.275 0.673 0.245
H -2.952 -7.502 -3.146 0.361
H -3.891 -6.319 -4.100 0.441
H -4.623 -7.627 -3.143 0.438
H -1.889 -4.932 -3.479 0.323
```

- Kohn-Sham gap (eV) = 7.53
- E_LUMO (eV) = 2.3
- total energy (eV) = -68485.764
- E_HOMO (eV) = -5.18
- total charge = -1
- spin multiplicity = 1
- energy relative to the best compared isomer or geometry (same formula, charge and spin) (kJ/mol) = 139.1

2.
This record from the OMol25 dataset describes a structure of composition C26H68IInNO12 at a distorted geometry. The level of theory is ωB97M-V/def2-TZVPD.

```
109
Properties=species:S:1:pos:R:3:mulliken_charge:R:1
N -2.453 1.108 3.839 -0.691
C -1.404 0.873 2.799 -0.289
C -0.147 0.153 3.393 -0.645
In 1.567 1.633 3.201 0.535
I 2.335 1.473 0.453 -0.501
H -3.144 0.377 3.713 0.228
H -2.933 1.950 3.542 0.221
H -1.123 1.859 2.411 0.314
H -1.791 0.266 1.967 0.220
H -0.307 -0.180 4.423 0.433
H 0.012 -0.736 2.767 -0.118
H 0.827 3.254 3.444 -0.299
H 2.913 1.281 4.314 -0.348
C -0.969 -6.662 3.690 -0.723
O -0.061 -6.403 2.634 -0.364
C -0.545 -5.422 1.722 0.011
C 0.074 -4.061 1.979 -0.143
O -0.329 -3.533 3.231 -0.375
C 0.664 -3.686 4.231 -0.845
H -0.434 -7.212 4.463 0.257
H -1.361 -5.739 4.122 0.294
H -1.800 -7.279 3.329 0.308
H -1.637 -5.361 1.763 0.427
H -0.263 -5.752 0.718 -0.315
H -0.277 -3.368 1.209 -0.019
H 1.165 -4.112 1.911 0.420
H 1.465 -2.958 4.071 0.312
H 1.083 -4.696 4.238 0.422
H 0.204 -3.492 5.200 0.253
C 0.933 -3.174 -4.683 -0.628
O -0.208 -2.334 -4.653 -0.341
C -1.361 -3.010 -4.173 -0.664
C -1.623 -2.697 -2.712 -0.377
O -0.598 -3.216 -1.881 0.005
C 0.340 -2.226 -1.470 -1.016
H 1.814 -2.547 -4.816 0.312
H 1.044 -3.743 -3.758 0.140
H 0.863 -3.866 -5.532 0.318
H -1.267 -4.091 -4.323 0.280
H -2.209 -2.661 -4.770 0.475
H -2.557 -3.183 -2.412 0.346
H -1.742 -1.622 -2.561 0.213
H -0.101 -1.600 -0.688 0.273
H 0.660 -1.594 -2.301 0.442
H 1.212 -2.734 -1.061 0.284
C 3.754 -7.823 -1.209 -0.709
O 2.430 -8.327 -1.222 -0.454
C 1.472 -7.360 -0.806 -0.578
C 0.757 -6.738 -1.991 -0.291
O 1.643 -5.966 -2.792 -0.264
C 2.063 -6.652 -3.959 -0.962
H 4.381 -8.515 -1.770 0.252
H 3.819 -6.836 -1.673 0.275
H 4.126 -7.767 -0.181 0.333
H 1.942 -6.588 -0.191 0.401
H 0.736 -7.881 -0.186 0.372
H -0.013 -6.055 -1.619 0.258
H 0.264 -7.507 -2.593 0.360
H 1.250 -6.667 -4.693 0.301
H 2.374 -7.676 -3.739 0.463
H 2.909 -6.113 -4.384 0.260
C -2.825 0.259 -4.592 -0.772
O -4.147 -0.264 -4.611 -0.321
C -5.115 0.667 -4.152 -0.558
C -5.852 1.318 -5.307 -0.503
O -4.989 2.134 -6.087 -0.375
C -4.559 1.498 -7.277 -0.697
H -2.192 -0.399 -5.184 0.190
H -2.778 1.265 -5.014 0.423
H -2.449 0.278 -3.565 0.320
H -4.653 1.424 -3.512 0.344
H -5.836 0.109 -3.546 0.389
H -6.633 1.970 -4.904 0.376
H -6.335 0.560 -5.931 0.321
H -5.371 1.490 -8.013 0.325
H -4.225 0.474 -7.094 0.283
H -3.726 2.071 -7.681 0.251
C 3.100 7.422 1.201 -0.801
O 3.690 6.262 1.756 -0.398
C 3.537 5.117 0.917 -0.065
C 4.803 4.834 0.133 -0.455
O 5.089 5.873 -0.804 -0.374
C 6.083 6.765 -0.341 -0.706
H 3.469 8.285 1.756 0.266
H 3.360 7.544 0.146 0.420
H 2.011 7.376 1.304 0.268
H 2.684 5.241 0.245 0.303
H 3.329 4.265 1.565 0.012
H 4.660 3.914 -0.438 0.295
H 5.648 4.683 0.811 0.319
H 7.072 6.297 -0.413 0.321
H 5.903 7.075 0.691 0.301
H 6.066 7.648 -0.981 0.241
C -2.522 8.229 5.429 -0.733
O -1.930 7.064 5.969 -0.369
C -2.066 5.931 5.113 -0.637
C -0.796 5.661 4.328 -0.055
O -0.522 6.712 3.408 -0.379
C 0.473 7.601 3.882 -0.782
H -2.162 9.085 6.001 0.243
H -2.256 8.371 4.379 0.308
H -3.613 8.177 5.526 0.323
H -2.917 6.060 4.437 0.344
H -2.272 5.069 5.753 0.361
H -0.930 4.748 3.745 0.094
H 0.051 5.504 5.000 0.345
H 1.462 7.138 3.797 0.271
H 0.296 7.894 4.920 0.407
H 0.450 8.495 3.257 0.258
```

- Kohn-Sham gap (eV) = 7.07
- E_LUMO (eV) = 2.3
- total energy (eV) = -67393.043
- E_HOMO (eV) = -4.80
- total charge = -1
- spin multiplicity = 1

3.
This record from the OMol25 dataset describes a cluster of 10 separate species, C26H68O17S11 in total at a distorted geometry. The level of theory is ωB97M-V/def2-TZVPD.

```
122
Properties=species:S:1:pos:R:3:mulliken_charge:R:1
C -2.366 2.596 4.774 -0.459
C -1.189 3.580 4.150 0.454
O -1.004 4.755 4.762 -0.574
O -0.417 3.169 2.932 -0.196
C -1.417 3.234 1.855 0.133
C -0.883 3.876 0.445 -0.805
C -0.447 2.761 -0.694 -0.067
C -1.677 1.838 -1.253 1.591
C -1.570 0.206 -1.268 -1.064
S -0.441 -0.547 0.017 0.866
O -0.642 -0.037 1.463 -0.226
O -0.647 -2.111 0.061 -0.582
C -3.236 2.227 -0.897 -0.430
O -3.920 2.947 -2.022 -0.452
S -3.224 2.174 -3.389 1.011
O -3.490 3.223 -4.527 -0.537
O -4.015 0.827 -3.438 -0.551
O -1.626 2.144 -2.722 -0.184
H -3.451 2.924 4.436 0.237
H -2.383 2.576 5.952 0.342
H -2.191 1.528 4.296 0.002
H -1.965 2.205 1.639 -0.094
H -2.279 3.961 2.246 0.279
H -1.629 4.699 0.009 0.307
H 0.113 4.479 0.706 0.170
H 0.468 2.177 -0.259 -0.023
H -0.019 3.398 -1.608 -0.140
H -1.192 -0.115 -2.341 0.290
H -2.643 -0.303 -1.150 0.304
H 0.898 -0.285 -0.413 0.093
H -3.474 2.946 -0.005 0.136
H -4.010 1.349 -0.706 0.309
C 2.897 5.714 -3.409 -0.804
S 3.223 4.852 -1.852 0.443
O 2.326 3.650 -1.805 -0.485
C 2.494 6.117 -0.785 -0.966
H 3.240 5.084 -4.233 0.216
H 1.825 5.898 -3.516 0.251
H 3.444 6.659 -3.424 0.398
H 1.447 6.277 -1.056 0.293
H 3.055 7.049 -0.888 0.417
H 2.551 5.774 0.251 0.270
C 2.739 -3.123 3.267 -1.246
S 1.763 -1.672 2.803 0.669
O 2.662 -0.752 2.032 -0.599
C 1.613 -1.008 4.479 -1.028
H 2.986 -3.680 2.360 0.419
H 3.661 -2.811 3.763 0.282
H 2.152 -3.760 3.932 0.411
H 2.606 -0.828 4.900 0.380
H 1.064 -1.716 5.104 0.414
H 1.063 -0.065 4.432 0.198
C 6.748 -4.975 4.129 -0.922
S 5.251 -5.973 4.315 0.539
O 4.294 -5.195 5.170 -0.589
C 6.005 -7.243 5.360 -0.977
H 6.505 -4.092 3.533 0.288
H 7.112 -4.661 5.110 0.307
H 7.514 -5.559 3.613 0.378
H 6.416 -6.787 6.264 0.308
H 6.795 -7.751 4.803 0.371
H 5.235 -7.967 5.637 0.310
C 0.484 2.340 -5.292 -0.864
S 1.598 2.919 -6.595 0.337
O 2.701 3.693 -5.934 -0.585
C 0.444 4.118 -7.305 -0.817
H 1.012 1.600 -4.687 0.373
H 0.183 3.178 -4.658 0.153
H -0.395 1.876 -5.744 0.423
H 0.145 4.844 -6.545 0.332
H -0.434 3.594 -7.690 0.383
H 0.944 4.637 -8.126 0.218
C 4.644 1.331 1.328 -0.720
S 4.878 3.094 1.661 0.607
O 5.304 3.743 0.377 -0.646
C 6.355 2.893 2.685 -1.011
H 3.784 1.214 0.664 0.118
H 5.533 0.921 0.844 0.381
H 4.450 0.806 2.266 0.288
H 7.138 2.385 2.117 0.292
H 6.104 2.315 3.578 0.354
H 6.709 3.883 2.984 0.324
C -6.134 -1.566 3.258 -0.993
S -4.772 -0.393 3.055 0.494
O -4.800 0.090 1.635 -0.557
C -3.450 -1.620 3.187 -0.186
H -7.078 -1.021 3.173 0.349
H -6.086 -2.331 2.480 0.213
H -6.072 -2.030 4.245 0.391
H -3.570 -2.383 2.413 -0.289
H -3.478 -2.082 4.176 0.504
H -2.491 -1.115 3.051 0.030
C -1.984 -6.440 0.312 -1.020
S -2.348 -4.794 0.966 0.686
O -2.611 -4.940 2.435 -0.620
C -3.948 -4.618 0.141 -0.907
H -1.031 -6.777 0.728 0.302
H -2.772 -7.140 0.600 0.270
H -1.905 -6.391 -0.777 0.405
H -4.614 -5.431 0.440 0.324
H -3.804 -4.629 -0.942 0.359
H -4.388 -3.662 0.437 0.205
C -1.645 5.395 -12.013 -0.970
S -0.221 5.301 -10.901 0.462
O -0.558 4.318 -9.819 -0.558
C -0.417 6.960 -10.209 -0.951
H -1.745 4.440 -12.533 0.314
H -2.554 5.592 -11.439 0.308
H -1.484 6.190 -12.745 0.383
H -1.403 7.059 -9.748 0.311
H -0.297 7.703 -11.001 0.390
H 0.354 7.114 -9.450 0.314
C -3.782 -8.943 5.158 -1.016
S -3.403 -8.657 3.413 0.695
O -4.261 -9.586 2.607 -0.674
C -1.739 -9.363 3.467 -0.949
H -4.804 -8.608 5.352 0.305
H -3.700 -10.008 5.388 0.328
H -3.090 -8.370 5.781 0.341
H -1.785 -10.402 3.803 0.363
H -1.115 -8.776 4.146 0.343
H -1.312 -9.326 2.462 0.276
```

- Kohn-Sham gap (eV) = 7.90
- E_LUMO (eV) = -0.4
- total energy (eV) = -182043.311
- E_HOMO (eV) = -8.30
- spin multiplicity = 1

Question: Which of these has the lowest E_HOMO?
Answer: C26H68O17S11